(1)
This record from OMol25 describes a structure of composition C27H40AlN6O3S2. The level of theory is ωB97M-V with the def2-TZVPD basis set.

ORCA input file:
```
! wB97M-V def2-TZVPD RIJCOSX def2/J DEFGRID3
* xyz 1 1
S 0.310 -2.876 -0.244
S -0.444 0.422 2.425
Al -0.622 0.416 -0.040
O -4.697 -0.537 0.478
O -0.123 -1.490 0.194
O -0.750 2.334 0.085
N 2.147 -0.576 2.030
N 0.163 4.379 0.381
N -2.040 4.133 -0.369
N 1.175 -1.049 3.920
N 1.640 0.820 0.186
N -2.447 0.136 0.168
C 3.047 -1.313 2.813
C 3.383 1.626 -1.249
C 0.383 -5.098 1.394
C -2.488 5.474 -0.028
C -1.296 0.387 -4.295
C 3.844 -0.065 0.373
C -0.883 3.581 0.034
C -1.379 0.607 -2.924
C 1.174 3.881 1.301
C -3.083 -3.914 -1.679
C -0.170 -0.214 -4.838
C 2.438 -1.600 3.968
C 0.444 5.674 -0.215
C -0.356 0.254 -2.035
C 4.267 0.729 -0.674
C 2.530 0.065 0.821
C -3.576 -0.200 0.324
C 0.755 -0.365 -2.625
C -3.056 3.322 -1.030
C 0.862 -0.596 -3.991
C -0.530 -3.966 0.942
C 0.177 -1.122 4.975
C 2.078 1.605 -0.810
C 1.530 -4.607 2.267
C -0.581 -3.295 -1.759
C 0.985 -0.403 2.748
C -2.035 -2.816 -1.836
H -0.020 5.753 -1.197
H 1.745 -1.077 -4.395
H -0.099 -0.389 -5.903
H -0.794 -3.296 1.763
H 1.582 -0.703 -1.999
H 0.769 -5.637 0.524
H 3.678 2.285 -2.052
H -0.105 -0.120 5.292
H 4.536 -0.752 0.828
H 2.104 -3.823 1.767
H -2.157 -2.341 -2.811
H 0.025 -2.850 -2.546
H -2.196 -2.019 -1.110
H -4.073 -3.518 -1.900
H 2.791 -2.148 4.823
H -0.225 -5.817 1.945
H 1.319 2.207 -1.286
H 4.039 -1.560 2.495
H -0.478 -4.382 -1.835
H -3.413 5.393 0.545
H 1.525 5.752 -0.344
H 2.218 -5.414 2.512
H -1.447 -4.329 0.487
H 2.122 3.702 0.787
H -1.767 5.998 0.584
H -3.128 -4.317 -0.666
H 0.835 2.958 1.761
H -2.816 2.271 -0.932
H -2.896 -4.743 -2.364
H 1.148 -4.194 3.204
H 0.130 6.518 0.402
H -4.018 3.498 -0.550
H 5.287 0.650 -1.027
H -2.692 6.056 -0.928
H -2.294 1.045 -2.543
H 0.607 -1.666 5.812
H -0.712 -1.634 4.612
H 1.344 4.627 2.080
H -2.117 0.676 -4.940
H -3.134 3.598 -2.083
*
```

Values from the calculation:
* HOMO: -10.783 eV
* relative energy (zero: lowest compared OMol25 entry of this formula, charge and spin): 16.7 kcal/mol
* LUMO: -2.51 eV
* gap between HOMO and LUMO: 0.304 Ha
* electronic energy: -71998.311 eV


(2)
This record from OMol25 describes a structure of composition C27H40AsOP3Pd. The level of theory is ωB97M-V with the def2-TZVPD basis set.

ORCA input file:
```
! wB97M-V def2-TZVPD RIJCOSX def2/J DEFGRID3
* xyz 2 1
Pd -1.174 -0.222 0.323
As 1.975 0.133 -0.478
P -1.403 -0.814 2.749
P -2.005 -2.263 0.114
P -2.819 0.687 -1.075
O 0.985 -1.071 0.113
C 3.809 -0.766 1.504
C 1.412 0.294 -3.291
C -3.053 -2.678 1.540
C 3.600 -0.561 -2.712
C 3.575 0.221 0.555
C 3.868 -0.766 -4.057
C 0.991 2.869 -0.981
C -0.622 -3.418 0.168
C -0.309 2.989 1.486
C 1.690 0.090 -4.633
C -2.898 -2.752 -1.378
C -2.243 -2.455 2.815
C 0.346 1.818 1.099
C 4.967 -0.711 2.267
C 5.874 0.322 2.078
C -2.486 0.274 3.723
C -4.481 0.407 -0.372
C 0.983 1.756 -0.148
C 0.082 -1.020 3.770
C 5.635 1.305 1.125
C -0.293 4.097 0.654
C -2.758 2.501 -1.035
C 2.371 -0.029 -2.335
C 0.364 4.038 -0.571
C -2.990 0.337 -2.857
C 2.917 -0.440 -5.013
C 4.484 1.256 0.355
H -3.942 -2.045 1.518
H -0.770 5.017 0.965
H 0.518 1.036 1.830
H -0.774 3.050 2.462
H 0.797 -1.650 3.241
H 5.165 -1.478 3.003
H 0.451 0.700 -2.993
H -1.834 2.864 -1.481
H -4.736 -0.647 -0.283
H 4.304 2.021 -0.393
H -3.188 -3.799 -1.254
H -2.619 -0.120 4.731
H 3.096 -1.571 1.631
H 0.551 -0.049 3.941
H 1.508 2.840 -1.933
H 4.349 -0.806 -1.968
H -1.468 -3.218 2.909
H 4.822 -1.177 -4.358
H 0.955 0.348 -5.384
H 6.776 0.361 2.673
H -5.240 0.886 -0.993
H -3.461 0.366 3.244
H 6.349 2.105 0.980
H -2.641 1.210 -3.409
H -2.238 -2.686 -2.241
H -2.394 -0.515 -3.169
H -1.029 -4.427 0.269
H -3.603 2.884 -1.612
H -2.876 -2.528 3.700
H -0.047 -3.334 -0.752
H -0.153 -1.461 4.740
H -4.514 0.853 0.622
H -2.830 2.866 -0.013
H -4.033 0.165 -3.124
H -3.799 -2.172 -1.552
H 0.399 4.916 -1.204
H -2.046 1.269 3.793
H 0.050 -3.190 0.992
H -3.387 -3.713 1.433
H 3.133 -0.596 -6.061
*
```

Values from the calculation:
* HOMO: -13.820 eV
* relative energy (zero: lowest compared OMol25 entry of this formula, charge and spin): 0.0 kcal/mol
* LUMO: -6.69 eV
* gap between HOMO and LUMO: 0.262 Ha
* electronic energy: -122868.684 eV